{
  "formula": "C29H61MoN4O4P2",
  "method": "ωB97M-V/def2-TZVPD",
  "elements": ["Mo", "N", "C", "C", "O", "O", "H", "H", "H", "H", "C", "C", "C", "O", "H", "H", "H", "H", "H", "H", "C", "N", "C", "P", "O", "N", "C", "C", "N", "C", "C", "H", "H", "H", "H", "H", "H", "H", "H", "H", "H", "H", "H", "H", "H", "H", "H", "H", "H", "C", "C", "C", "C", "C", "C", "P", "C", "C", "C", "C", "C", "C", "C", "C", "C", "C", "C", "C", "H", "H", "H", "H", "H", "H", "H", "H", "H", "H", "H", "H", "H", "H", "H", "H", "H", "H", "H", "H", "H", "H", "H", "H", "H", "H", "H", "H", "H", "H", "H", "H", "H"],
  "xyz": [[-0.71133, 0.15820, -0.97436], [-0.69806, 2.31025, -0.37453], [-1.99766, 2.93416, -0.72939], [-2.66732, 2.12380, -1.81359], [-3.69945, 2.34273, -2.33630], [-1.91045, 1.00232, -2.14763], [-0.50787, 2.44140, 0.61653], [0.05058, 2.80289, -0.85753], [-1.87268, 3.95815, -1.08076], [-2.65342, 2.95363, 0.14136], [-0.44911, -4.15290, -1.26923], [-1.01301, -2.89895, -1.80636], [-1.92004, -2.90085, -2.96968], [-0.68124, -1.81246, -1.27203], [-1.18323, -4.95794, -1.31026], [-0.05365, -4.02509, -0.26456], [0.36681, -4.45503, -1.93868], [-1.41790, -3.39867, -3.80622], [-2.23371, -1.90082, -3.25990], [-2.78953, -3.52504, -2.74346], [-5.09683, 0.10820, -0.82235], [-4.47316, 0.69897, 0.37357], [-5.09267, 1.97154, 0.77762], [-3.34236, -0.11041, 1.19162], [-1.95771, -0.12583, 0.45469], [-3.07293, 0.66915, 2.59400], [-1.74954, 0.90492, 3.17544], [-4.14912, 0.66086, 3.60393], [-3.80209, -1.66889, 1.25906], [-2.85933, -2.76148, 1.49938], [-5.18888, -2.02767, 1.60574], [-5.00212, 0.80209, -1.65683], [-6.15618, -0.08222, -0.64376], [-4.61701, -0.83491, -1.07803], [-5.08852, 2.65589, -0.07002], [-4.54623, 2.42183, 1.60075], [-6.12592, 1.79944, 1.08237], [-0.96606, 0.71235, 2.44508], [-1.58265, 0.24418, 4.02865], [-1.67724, 1.93544, 3.52827], [-5.11488, 0.45889, 3.14371], [-4.20333, 1.63798, 4.08324], [-3.95421, -0.09682, 4.36460], [-1.85423, -2.47848, 1.19476], [-3.17495, -3.63388, 0.92442], [-2.83639, -3.04658, 2.55392], [-5.87092, -1.21836, 1.35787], [-5.28017, -2.25928, 2.66805], [-5.48076, -2.90668, 1.03157], [4.19413, 3.54802, 1.45334], [3.88242, 3.72306, -0.04453], [2.67096, 2.87677, -0.47235], [2.71878, 1.54767, 0.29471], [2.39767, 1.80325, 1.78469], [2.93685, 3.17583, 2.23329], [1.77519, 0.14670, -0.38503], [2.09132, -1.36707, 0.59100], [3.58999, -1.60427, 0.88945], [3.75867, -2.59603, 2.05532], [2.61712, -3.60516, 2.07724], [1.29875, -2.90054, 2.43039], [1.23973, -1.46720, 1.86643], [2.26108, -0.19762, -2.11891], [1.27716, 0.58269, -2.99853], [1.49305, 0.26120, -4.46955], [2.88672, 0.79491, -4.88675], [3.82755, 1.05998, -3.70047], [3.72461, 0.01240, -2.58851], [4.62505, 4.46486, 1.85106], [4.95215, 2.77371, 1.59878], [4.74754, 3.43501, -0.64442], [3.67965, 4.76933, -0.27352], [2.67790, 2.74842, -1.55467], [1.75798, 3.41583, -0.20088], [3.74901, 1.18067, 0.21728], [2.84035, 1.01364, 2.39348], [1.31326, 1.75408, 1.95402], [3.14140, 3.14552, 3.30253], [2.17672, 3.94841, 2.08915], [1.74846, -2.15241, -0.09320], [4.10112, -0.67253, 1.13565], [4.07004, -2.00010, -0.00835], [3.78133, -2.05669, 3.00563], [4.72232, -3.09403, 1.96025], [2.81523, -4.39597, 2.79867], [2.54909, -4.09594, 1.10033], [1.19131, -2.85316, 3.51481], [0.44845, -3.48608, 2.06792], [1.61113, -0.75625, 2.60522], [0.20014, -1.18401, 1.66653], [2.00928, -1.25914, -2.22956], [1.35619, 1.65879, -2.82691], [0.21630, 0.30595, -2.74382], [0.71228, 0.69717, -5.09065], [1.44256, -0.82327, -4.59762], [2.76119, 1.72327, -5.44275], [3.34324, 0.08422, -5.57475], [3.64127, 2.05702, -3.29290], [4.85633, 1.08216, -4.05789], [4.37537, 0.28852, -1.75710], [4.10323, -0.94153, -2.95830]],
  "atomic_forces_ev_per_a": [[-0.3043, 1.0236, 0.7330], [-0.0201, -0.0543, -0.0408], [0.0161, 0.1327, 0.0016], [0.4334, -0.4313, -0.0810], [-0.0556, 0.2937, -0.0889], [-0.1013, 0.2473, -0.3195], [0.0107, -0.0410, 0.0150], [0.0311, -0.0189, 0.0140], [-0.0282, 0.0154, 0.0377], [0.0278, -0.0112, -0.0376], [-0.0235, -0.0883, -0.0620], [0.0183, 0.3079, 0.0325], [-0.0126, -0.0894, -0.0560], [0.0612, -0.8265, -0.1829], [0.0156, -0.0067, 0.0067], [0.0070, 0.0157, 0.0041], [-0.0061, -0.0125, 0.0093], [-0.0236, -0.0058, -0.0020], [0.0141, 0.0085, 0.0113], [-0.0039, 0.0061, -0.0088], [-0.1494, -0.0772, -0.0560], [-0.1295, 0.0009, -0.1041], [0.1142, -0.0604, 0.0272], [-0.0524, 0.0748, 0.1058], [0.1532, -0.2043, 0.4923], [0.1200, -0.0149, 0.0826], [0.0171, 0.0131, -0.0254], [-0.0092, 0.0193, -0.0574], [-0.1169, -0.1158, -0.0939], [0.0496, 0.0334, 0.0763], [-0.0156, 0.0159, -0.0292], [-0.1002, -0.1437, 0.0778], [-0.0001, 0.0023, 0.0208], [0.0045, 0.0185, -0.0024], [-0.0495, -0.0044, -0.0532], [-0.0145, -0.0022, 0.0423], [-0.0033, 0.0402, -0.0044], [-0.0086, 0.0509, 0.0105], [-0.0014, -0.0139, 0.0004], [-0.0137, -0.0044, -0.0054], [-0.0084, -0.0057, -0.0067], [0.0063, -0.0005, 0.0062], [-0.0104, -0.0031, 0.0026], [0.0453, 0.0245, -0.0083], [-0.0026, 0.0031, -0.0049], [-0.0087, 0.0105, 0.0005], [0.0042, -0.0084, 0.0365], [0.0062, -0.0057, 0.0044], [0.0007, 0.0027, -0.0072], [-0.0065, 0.0077, -0.0169], [0.0030, -0.0070, 0.0282], [0.0221, -0.0475, -0.0174], [-0.0450, 0.1193, 0.0891], [0.0256, 0.0132, -0.0330], [-0.0005, -0.0164, 0.0057], [0.0930, -0.0486, -0.1909], [-0.0721, -0.0128, 0.0946], [0.0071, -0.0268, -0.0062], [-0.0007, -0.0129, -0.0255], [0.0051, 0.0210, 0.0264], [-0.0021, -0.0120, -0.0010], [0.0267, -0.0111, -0.0253], [0.0516, 0.0393, -0.0759], [-0.0281, -0.0169, 0.1533], [0.1474, 0.0329, -0.0012], [-0.0270, -0.0203, -0.0014], [-0.0042, -0.0248, -0.0198], [0.0094, -0.0048, -0.0055], [0.0135, -0.0071, 0.0031], [-0.0039, -0.0093, 0.0024], [0.0060, 0.0127, 0.0002], [-0.0112, -0.0020, -0.0035], [-0.0129, -0.0147, -0.0012], [-0.0122, 0.0255, -0.0131], [0.0015, -0.0089, 0.0074], [0.0157, 0.0074, -0.0051], [-0.0012, -0.0268, 0.0240], [-0.0141, 0.0113, 0.0053], [0.0012, 0.0011, -0.0083], [-0.0100, -0.0149, 0.0074], [-0.0100, 0.0147, 0.0150], [0.0054, 0.0204, -0.0125], [0.0029, 0.0012, -0.0015], [0.0035, 0.0039, 0.0123], [0.0028, -0.0084, -0.0086], [-0.0056, -0.0045, 0.0003], [-0.0144, 0.0008, -0.0020], [0.0062, 0.0042, -0.0230], [0.0147, -0.0220, 0.0082], [-0.0309, -0.0063, 0.0067], [-0.0167, -0.0020, 0.0030], [-0.0610, 0.0199, -0.0140], [0.0596, -0.0813, -0.5154], [-0.0142, 0.0042, 0.0140], [-0.0114, -0.0037, 0.0028], [0.0258, -0.0129, -0.0275], [0.0021, -0.0125, 0.0111], [-0.0166, -0.0070, 0.0079], [0.0035, 0.0337, 0.0050], [-0.0040, 0.0064, 0.0026], [-0.0021, -0.0048, 0.0062]],
  "fmax_ha_per_bohr": 0.025,
  "spin_multiplicity": 3,
  "homo_lumo_gap_ev": [7.277, 7.218],
  "s2": 2.02,
  "e_above_lowest_kj_mol": 0.0,
  "total_charge": 3,
  "e_tot_ev": -65625.771,
  "lumo_ha": [-0.365, -0.367]
}